1.
ORCA calculation (ωB97M-V with the def2-TZVPD basis set) on a molecular structure, C22H63MgN7NaO13.

Geometry as XYZ:
```
107
Properties=species:S:1:pos:R:3:forces:R:3
Na 1.353753 3.317172 1.642312 0.7 2.3 2.1
Mg -2.129682 0.264998 2.435806 0.2 2.2 -1.2
N -1.750450 3.329802 3.196771 0.8 0.5 -0.9
O -2.207034 2.151915 3.031904 -0.8 -1.0 0.5
O -2.521626 4.267021 3.203091 -0.1 -0.2 0.3
O -0.522683 3.454229 3.245524 0.1 0.2 0.2
N 0.171156 1.037225 0.196011 -0.7 1.0 0.6
O 0.274253 0.339376 -0.802536 -0.9 -0.7 0.4
O 0.841490 2.062934 0.355938 -1.3 -2.6 -2.6
O -0.659726 0.749424 1.097588 -0.4 -0.7 -0.2
C -2.278251 -0.733507 -3.043394 0.7 -0.4 -0.3
C -0.975133 -0.828066 -3.846055 -0.5 0.9 0.2
C -1.233157 -1.286373 -5.264076 -0.2 0.0 0.0
O -1.589612 -2.647850 -5.227516 -0.3 -0.1 0.2
C -1.989607 -3.136878 -6.485980 0.0 0.1 -0.3
N -0.327812 0.496846 -3.858605 -4.6 -2.2 -1.6
H -2.047591 -0.350093 -2.046995 -0.1 -0.1 0.1
H -2.693121 -1.740088 -2.984924 -0.3 0.1 0.1
H -2.962803 -0.049082 -3.543221 -0.1 -0.1 0.0
H -0.306835 -1.549040 -3.355158 0.0 -0.3 0.0
H -0.358502 -1.126253 -5.908326 0.1 0.0 0.1
H -2.055448 -0.683478 -5.675206 0.0 0.0 -0.1
H -1.121105 -3.178215 -7.151965 -0.1 -0.1 -0.1
H -2.762210 -2.509505 -6.947467 0.1 0.2 0.1
H -2.430901 -4.125495 -6.382150 0.2 -0.1 0.2
H -0.245135 0.777621 -2.882956 -0.6 -0.2 -0.2
H 0.655246 0.380252 -4.100404 -3.5 -2.2 -2.3
C -3.541711 -3.642135 2.071396 -0.1 -0.1 0.3
C -3.387464 -2.128324 2.093764 -0.5 0.1 -0.8
C -4.014509 -1.560035 3.372698 1.0 -0.6 0.8
O -3.531577 -0.232737 3.674083 -0.6 -0.6 -0.1
C -3.963411 0.264085 4.944462 -0.2 -0.1 0.3
N -1.975629 -1.708286 1.980601 0.2 -0.6 1.0
H -3.174487 -4.036913 1.126721 0.1 -0.1 0.1
H -4.567649 -3.987336 2.211469 -0.1 0.2 -0.1
H -2.984083 -4.070704 2.910467 0.2 -0.1 -0.2
H -3.848589 -1.705092 1.197061 -0.3 0.0 0.2
H -3.626421 -2.190327 4.186250 -0.3 0.0 0.1
H -5.101166 -1.627302 3.395116 -0.1 0.2 -0.2
H -3.800398 -0.502434 5.704956 0.0 0.0 0.0
H -5.022611 0.515614 4.899082 0.0 0.0 0.0
H -3.390491 1.150486 5.195106 0.1 0.0 -0.2
H -1.451520 -2.260068 2.663157 0.1 0.1 0.0
H -1.547046 -1.992097 1.083194 -0.3 -0.1 -0.1
C 4.054749 0.987181 2.870425 0.2 -0.9 0.0
C 2.818343 0.786043 1.994660 0.9 0.4 1.2
C 2.788053 -0.645755 1.505564 -0.3 0.0 -0.7
O 3.918074 -0.935214 0.739165 0.5 0.5 0.7
C 3.818145 -2.179108 0.079849 1.8 1.4 0.2
N 1.599354 1.141430 2.731852 -0.1 -0.5 0.2
H 4.217626 2.001820 3.224825 -0.1 0.1 -0.1
H 4.918982 0.626265 2.310921 0.1 0.4 -0.1
H 4.023845 0.300015 3.724437 -0.2 0.2 0.2
H 2.916100 1.516952 1.188857 0.0 -0.5 -0.4
H 1.860685 -0.821394 0.921275 0.3 0.5 -0.2
H 2.666408 -1.368428 2.331852 0.4 0.6 0.2
H 3.586398 -3.005501 0.763305 0.0 0.5 0.0
H 4.781797 -2.407964 -0.369545 0.3 0.1 0.0
H 3.050233 -2.099992 -0.697392 3.9 1.2 1.6
H 0.801425 0.705715 2.272914 0.2 0.4 0.3
H 1.578285 0.752621 3.669424 0.5 0.1 0.1
C 1.838268 -3.217863 -0.958236 -1.6 -1.3 -0.8
C 0.701832 -3.608761 -0.011082 0.5 -0.1 -1.3
C 1.052626 -3.362937 1.438795 0.0 0.1 0.0
O 2.172316 -4.141958 1.791867 -0.5 0.0 0.1
C 2.595977 -3.871545 3.103128 0.2 -0.5 0.8
N -0.521588 -2.871594 -0.354387 -0.5 0.3 -0.2
H 1.995178 -2.131951 -0.948785 -2.7 -0.7 -0.8
H 1.673099 -3.526921 -1.989376 -0.5 -0.2 -0.1
H 2.797959 -3.633890 -0.638589 -1.1 -0.8 -0.5
H 0.557333 -4.675212 -0.198529 -0.4 0.0 0.4
H 0.190240 -3.622898 2.068316 0.0 -0.1 0.1
H 1.290661 -2.294931 1.580553 -0.5 -0.7 0.0
H 1.828756 -4.091359 3.860075 -0.2 0.0 -0.3
H 2.909860 -2.834188 3.264009 0.1 -0.2 -0.1
H 3.420183 -4.550603 3.317348 0.1 0.2 -0.1
H -0.962387 -3.276162 -1.175461 0.0 -0.3 0.2
H -0.291472 -1.939691 -0.697623 0.3 0.1 0.2
C 3.193607 5.285670 -2.253943 -0.3 0.1 0.4
C 2.466070 5.001557 -0.932130 0.2 -0.4 -0.4
C 0.995919 4.762094 -1.223522 0.4 -0.1 -0.1
O 0.251498 4.712418 -0.022325 -0.2 0.3 0.0
C -1.124794 4.467886 -0.251975 0.2 -0.4 0.5
N 3.044285 3.822853 -0.243569 0.1 0.1 -0.1
H 4.267121 5.360068 -2.082356 0.0 0.1 0.0
H 2.833678 6.227593 -2.669497 0.1 0.0 -0.2
H 3.022286 4.471500 -2.960212 0.0 0.0 -0.1
H 2.557161 5.871954 -0.278574 0.0 0.0 0.1
H 0.897177 3.805557 -1.758146 0.0 0.0 -0.1
H 0.655755 5.564310 -1.887839 -0.3 0.0 0.1
H -1.555876 5.160553 -0.974744 0.0 0.0 0.0
H -1.636144 4.550558 0.707598 0.0 0.3 0.0
H -1.271333 3.430602 -0.578814 0.1 0.2 -0.4
H 2.936451 3.009992 -0.857610 -0.2 0.1 0.0
H 4.051977 3.961198 -0.257727 0.0 0.0 0.4
C -3.481820 1.737522 -0.043814 -0.5 0.6 -0.2
O -3.754885 0.830232 1.030321 0.9 -0.6 0.0
H -4.023057 2.662875 0.157523 0.1 0.1 -0.2
H -2.422183 1.967673 -0.090944 -0.1 -0.3 0.4
H -3.759911 1.335708 -1.018893 -0.2 -0.2 0.1
H -4.699329 0.713475 1.153858 0.0 0.2 0.0
C 1.817065 0.650535 -3.176554 4.0 1.4 2.0
O 2.261258 1.240258 -1.965592 1.1 0.5 -0.3
H 1.471603 -0.375709 -3.005361 0.5 -0.1 0.3
H 0.983356 1.199032 -3.626154 4.3 3.2 1.7
H 2.662557 0.624996 -3.858782 0.3 -0.1 -0.1
H 1.514417 1.273539 -1.352273 0.6 -0.1 -0.7
```
Forces are in eV/Å.

Results
E_HOMO = -11.18 eV
Spin multiplicity = 1
Calculated total energy = -2599.271436 a.u.
Net charge = +1
HOMO-LUMO gap = 8.627 eV

Here are the Mulliken charges for atoms 1 to 4, given in e:
1 Na 0.8843
2 Mg 0.4192
3 N 0.8083
4 O -0.7244


2.
ORCA calculation (ωB97M-V with the def2-TZVPD basis set) on 10 unconnected molecules or ions with the total composition C22H64O10.

Geometry as XYZ:
```
96
Properties=species:S:1:pos:R:3:forces:R:3
C 1.491287 -14.328107 9.456606 1.7 0.4 0.2
C 2.584078 -13.475297 8.779200 0.5 0.0 0.5
C 2.543013 -13.570043 7.235293 -0.6 -2.1 1.7
O 2.512915 -12.049532 9.177242 -0.1 -1.6 -0.6
H 1.620616 -15.401303 9.339448 0.0 0.0 -0.4
H 0.555396 -14.008506 9.150663 -2.0 0.3 -1.0
H 1.467010 -14.157861 10.515400 0.4 0.2 0.8
H 3.554805 -13.900980 9.164832 -0.5 0.6 -0.6
H 3.190798 -12.888123 6.793617 1.0 1.5 -0.8
H 1.517020 -13.496981 6.857931 0.2 0.1 0.0
H 2.958412 -14.575264 6.988151 -0.5 0.5 0.0
H 2.377646 -12.044606 10.128931 0.0 0.1 0.1
C 6.037475 -16.997615 10.818475 1.7 -0.2 0.2
C 5.755250 -18.342845 11.430121 0.0 -0.3 0.1
C 5.426852 -19.451156 10.433227 -1.1 0.6 0.1
O 6.967104 -18.704900 12.070361 0.4 0.4 0.3
H 6.456309 -16.336716 11.592990 -0.6 0.0 -0.2
H 5.206368 -16.600371 10.311902 -1.3 0.8 -0.4
H 6.837112 -17.062864 10.070009 0.0 -0.3 0.0
H 4.959064 -18.209646 12.183183 0.1 -0.2 -0.2
H 5.288458 -20.435971 10.904360 -0.1 0.4 0.0
H 6.277679 -19.513845 9.777061 0.3 -0.1 -0.5
H 4.510834 -19.173537 9.871893 0.5 -0.4 0.1
H 6.789544 -19.481335 12.588917 0.1 -0.5 0.4
C 6.107353 -21.189585 5.048423 -0.9 -0.6 -0.4
C 5.948869 -22.050671 6.251133 1.5 -0.2 0.6
O 5.587526 -21.339150 7.420324 -0.4 0.8 1.0
H 6.908905 -20.488290 5.153163 0.7 0.3 0.1
H 5.200944 -20.632240 4.931150 -0.6 0.4 -0.6
H 6.293060 -21.874532 4.211707 -0.1 0.5 -0.1
H 6.968065 -22.443471 6.404592 -0.5 -0.8 0.2
H 5.180467 -22.836894 6.151324 0.5 0.3 -0.1
H 6.249238 -20.697955 7.755947 -0.4 -0.7 -0.7
C -1.042806 -23.544775 7.069679 1.2 -0.9 -0.4
C 0.189047 -22.906559 7.639894 -0.3 1.1 1.1
O 1.236906 -23.837783 7.758767 -0.1 -0.5 0.1
H -1.328035 -24.343191 7.724350 -0.9 -0.2 0.5
H -0.677384 -24.067121 6.198628 -0.2 -0.2 -0.7
H -1.811777 -22.849940 6.767749 -0.3 0.1 0.3
H -0.081123 -22.430226 8.622571 0.4 -0.3 -0.6
H 0.461097 -22.116883 6.959726 0.4 0.7 -0.3
H 2.045096 -23.445126 8.139379 -0.3 0.3 -0.2
C 1.221289 -19.194324 4.379317 0.6 0.3 -0.1
C 2.460809 -19.985515 3.985556 -0.5 -0.1 -0.4
O 3.516526 -19.064259 3.714704 0.2 -0.2 -0.4
H 1.450997 -18.682686 5.322338 -0.2 0.2 -0.2
H 0.317483 -19.757529 4.535471 -0.3 -0.5 0.0
H 1.036466 -18.471189 3.576883 -0.1 0.0 0.3
H 2.314551 -20.629188 3.105442 0.0 0.7 -0.2
H 2.738284 -20.716426 4.728717 0.3 0.0 0.8
H 3.738558 -18.564745 4.515067 -0.1 -0.5 0.2
C 1.232288 -15.387437 4.026111 -1.0 -0.5 1.4
C 2.554707 -15.195137 3.315654 0.8 -0.7 0.5
O 3.546628 -16.237222 3.652670 -1.1 -0.2 -0.3
H 0.533462 -14.506757 4.084809 0.7 -0.7 -0.9
H 1.410686 -15.505975 5.125556 0.2 -0.3 -0.8
H 0.690568 -16.324058 3.703070 0.5 1.2 0.2
H 3.005532 -14.244289 3.582945 0.1 0.0 0.1
H 2.517102 -15.247949 2.248939 -0.6 0.3 -0.8
H 3.305279 -17.057624 3.140655 0.4 0.9 0.8
C -1.507657 -15.560332 6.860875 0.6 0.3 -0.5
C -2.035002 -16.554220 7.835593 -0.9 0.1 1.4
O -1.120376 -16.836339 8.910810 -0.6 0.0 -0.6
H -0.771998 -16.028785 6.233268 0.6 -0.3 -0.4
H -0.982826 -14.753838 7.384879 -0.4 0.1 -0.1
H -2.264339 -15.194070 6.161568 -0.1 0.2 0.3
H -2.445746 -17.444885 7.357143 0.5 -0.4 -0.2
H -2.922626 -16.136944 8.326436 0.2 0.1 0.1
H -0.268378 -17.082856 8.538487 0.3 -0.1 -0.3
C 6.211972 -16.721799 5.583844 -1.7 0.5 0.2
C 5.159855 -16.828415 6.705988 1.2 1.6 0.5
O 4.005165 -17.424424 6.234329 -1.7 0.6 -2.1
H 7.191219 -16.537186 5.981807 0.5 0.6 0.0
H 5.813494 -15.987791 4.834166 0.9 -0.4 0.6
H 6.225262 -17.675738 5.095796 0.1 -0.7 -0.4
H 4.926296 -15.831690 7.158460 0.2 -0.3 -0.6
H 5.504192 -17.372259 7.567142 0.3 -0.7 0.2
H 3.774550 -16.888147 5.388228 0.0 -0.9 1.4
C 4.409668 -25.183904 9.023334 0.8 1.6 -0.3
C 4.018429 -23.877763 9.728608 1.5 0.5 0.5
O 3.655881 -22.780748 8.862957 -0.8 -0.9 0.6
H 4.506645 -26.015963 9.716956 -0.2 0.0 0.1
H 5.420566 -25.009174 8.554540 -1.1 -0.4 0.1
H 3.608579 -25.343201 8.311781 0.2 -0.5 -0.5
H 4.814369 -23.596138 10.461775 -0.2 0.2 -0.7
H 3.183932 -24.026220 10.375157 -1.0 -0.2 0.1
H 4.349156 -22.346248 8.353144 0.7 -0.1 0.2
C 1.339731 -19.168960 9.840271 0.4 -0.9 0.6
C 1.579327 -19.188844 8.364768 0.1 0.6 -0.4
O 1.550102 -17.860256 7.776877 0.7 -0.5 0.2
H 2.180119 -18.667984 10.353013 -0.4 -0.2 0.0
H 1.368474 -20.260114 10.083653 -0.1 0.8 0.4
H 0.381446 -18.746259 10.158025 0.2 0.0 -0.2
H 0.790233 -19.766059 7.891468 -0.1 -0.1 -0.3
H 2.534409 -19.728892 8.217956 -0.3 0.5 -0.4
H 2.449463 -17.627173 7.459432 -0.6 -0.2 0.0
```
Forces are in eV/Å.

Results
E_HOMO = -9.70 eV
Spin multiplicity = 1
SMILES string = CC(C)O.CC(C)O.CCO.CCO.CCO.CCO.CCO.CCO.CCO.CCO
Calculated total energy = -1628.893991 a.u.
HOMO-LUMO gap = 10.155 eV
Relative energy (zero: lowest compared OMol25 entry of this formula, charge and spin) = 108.2 kJ/mol

Here are the Mulliken charges for atoms 1 to 4, given in e:
1 C -1.3425
2 C 0.6083
3 C -0.7123
4 O -0.5777


- Which formula does entry 1 have?
  C22H63MgN7NaO13


- The lowest HOMO-LUMO gap belongs to which entry?
  C22H63MgN7NaO13


- Which formula does entry 2 have?
  C22H64O10


- Which formula does entry 2 have?
  C22H64O10